[1]
C2H9N2S | ωB97M-V with the def2-TZVPD basis set

Atoms and positions in Å:
N (-1.314, -1.585, 0.052)
C (-0.693, -0.328, -0.562)
S (-1.603, 1.256, 0.054)
C (0.734, -0.257, -0.006)
N (1.368, 1.062, -0.207)
H (-1.511, -1.556, 1.014)
H (-2.258, -1.768, -0.330)
H (-0.758, -0.288, -1.752)
H (-2.761, 1.277, -0.693)
H (0.778, -0.558, 1.127)
H (1.286, -1.094, -0.396)
H (0.729, 1.771, 0.306)
H (1.610, 1.430, -1.218)
H (2.172, 1.184, 0.290)

Atoms 1-6, force components in eV/Å:
0.243 0.947 -3.423
-2.393 -0.452 0.146
-0.027 -0.480 -0.406
-0.645 -1.704 1.644
-2.695 2.419 -1.943
0.380 0.759 1.657

Calculated values
- Gap between HOMO and LUMO: 9.30 eV
- SMILES: N[C@@H](S)C[NH3+]
- Net charge: +1
- HOMO: -13.183 eV
- ΔE to the lowest compared entry with this formula, charge and spin: 1.893 eV


[2]
C2H3ClN2O2 | ωB97M-V with the def2-TZVPD basis set

Atoms and positions in Å:
C (-0.361, 0.235, -0.689)
C (1.000, -1.501, -1.192)
N (-0.419, 1.423, 1.508)
N (0.028, 0.374, 0.596)
O (-1.244, 0.572, -1.390)
O (1.694, -1.836, -0.300)
Cl (0.606, -2.412, -2.619)
H (-1.289, 1.063, 1.898)
H (-0.622, 2.320, 1.044)
H (0.607, -0.238, 1.144)

Atoms 1-6, force components in eV/Å:
1.595 -3.387 0.751
-1.940 2.488 1.850
-0.550 -0.510 -0.553
-0.746 1.952 -0.083
0.560 0.671 0.225
0.178 -0.214 -0.598

Calculated values
- Gap between HOMO and LUMO: 8.92 eV
- HOMO: -8.755 eV
- ΔE to the lowest compared entry with this formula, charge and spin: 2.297 eV


[3]
C3H5NO2 | ωB97M-V with the def2-TZVPD basis set

Atoms and positions in Å:
C (-1.377, -0.452, 0.187)
C (-0.348, 0.515, 0.710)
O (-0.483, 1.182, 1.708)
N (0.792, 0.722, -0.095)
C (1.487, -0.252, -0.784)
O (1.139, -1.400, -0.935)
H (-1.513, -1.275, 0.892)
H (-1.117, -0.857, -0.788)
H (-2.313, 0.107, 0.138)
H (1.293, 1.568, 0.146)
H (2.439, 0.143, -1.180)

Atoms 1-6, force components in eV/Å:
-0.022 -0.021 0.101
-0.208 0.079 0.097
-0.025 -0.175 -0.380
0.150 -0.053 0.142
-0.035 -0.253 -0.046
0.173 0.521 0.027

Calculated values
- Gap between HOMO and LUMO: 11.11 eV
- SMILES: CC(=O)NC=O
- HOMO: -10.415 eV
- ΔE to the lowest compared entry with this formula, charge and spin: 0.166 eV


[4]
C25H40Cl4N3O3PtSi | ωB97M-V with the def2-TZVPD basis set

Atoms and positions in Å:
C (-2.773, 3.097, -0.585)
C (-3.490, 1.919, -1.157)
H (-2.341, 3.717, -1.382)
H (-1.964, 2.770, 0.081)
H (-3.463, 3.747, -0.023)
C (-4.461, 2.079, -2.082)
C (-4.866, 3.399, -2.653)
H (-5.051, 1.232, -2.423)
H (-4.013, 3.968, -3.040)
H (-5.384, 4.044, -1.934)
H (-5.573, 3.247, -3.474)
Pt (1.265, 0.659, 2.090)
Cl (1.119, 1.067, 4.444)
Cl (-0.939, -0.073, 2.197)
C (1.320, -2.034, 2.970)
O (2.007, -1.236, 2.248)
N (1.352, -3.316, 2.687)
C (2.155, -3.780, 1.561)
C (0.468, -4.266, 3.346)
H (0.721, -1.669, 3.814)
H (3.211, -3.528, 1.712)
H (1.810, -3.346, 0.612)
H (2.043, -4.865, 1.525)
H (0.290, -3.917, 4.369)
H (0.940, -5.246, 3.360)
H (-0.500, -4.349, 2.831)
H (3.817, 4.889, -0.763)
H (1.057, 2.844, -1.132)
C (3.895, 4.255, -1.659)
C (1.724, 3.078, -1.970)
N (3.110, 3.038, -1.541)
H (4.941, 3.972, -1.785)
C (3.670, 1.995, -0.884)
O (3.074, 1.072, -0.314)
H (1.539, 2.368, -2.785)
H (4.772, 2.072, -0.859)
H (3.550, 4.815, -2.529)
H (1.538, 4.094, -2.326)
O (-1.644, 0.403, -0.746)
C (-3.057, 0.583, -0.560)
C (-4.056, -0.913, -2.371)
C (-3.886, -0.605, -1.017)
H (-3.708, -0.217, -3.140)
C (-4.716, -2.098, -2.734)
H (-3.180, 0.707, 0.527)
C (-4.485, -1.411, -0.044)
H (-4.790, -2.360, -3.789)
C (-5.237, -2.945, -1.762)
C (-5.161, -2.579, -0.416)
H (-4.427, -1.085, 0.994)
H (-5.687, -3.906, -2.045)
H (-5.599, -3.208, 0.360)
Si (-0.795, -1.000, -1.151)
Cl (0.321, 2.510, 0.988)
C (-1.146, -1.470, -2.968)
C (-1.299, -2.470, -0.097)
C (1.058, -0.878, -1.219)
H (-1.968, -2.194, -3.023)
H (-0.255, -1.940, -3.410)
H (-1.409, -0.599, -3.582)
H (1.365, -0.090, -1.921)
H (1.510, -1.832, -1.552)
H (1.475, -0.623, -0.232)
H (-2.233, -2.899, -0.480)
H (-1.455, -2.159, 0.943)
H (-0.540, -3.265, -0.110)
Cl (5.694, -1.567, 4.716)
C (5.203, -0.303, 3.680)
C (6.111, 0.391, 2.874)
C (5.616, 1.430, 2.105)
C (4.233, 1.670, 2.078)
N (3.374, 0.816, 2.658)
C (3.856, 0.019, 3.630)
H (7.152, 0.099, 2.877)
H (6.250, 2.059, 1.483)
H (3.797, 2.536, 1.578)
H (3.145, -0.420, 4.328)

Atoms 1-6, force components in eV/Å:
0.389 0.317 0.156
-0.615 -0.178 -0.865
0.016 -0.078 0.166
-0.203 0.225 -0.206
0.124 -0.192 -0.108
0.444 -0.453 0.845

Calculated values
- Gap between HOMO and LUMO (alpha / beta): 4.89 / 6.77 eV
- Spin multiplicity: 3
- Net charge: -1
- HOMO (alpha / beta): -2.490 / -4.372 eV
- ΔE to the lowest compared entry with this formula, charge and spin: 0.844 eV
- ⟨S²⟩: 2.007


[5]
C6H5F2N3O4 | ωB97M-V with the def2-TZVPD basis set

Atoms and positions in Å:
C (0.338, -2.221, 0.110)
C (0.069, -0.824, 0.699)
C (-1.188, -0.177, 0.200)
F (-2.256, -0.681, 0.837)
C (-1.198, 0.776, -0.756)
N (-2.317, 1.514, -1.263)
O (-3.083, 0.955, -1.958)
O (-2.292, 2.693, -0.993)
N (0.033, 0.957, -1.481)
C (1.134, 0.578, -1.037)
C (1.252, 0.118, 0.444)
F (2.489, -0.474, 0.626)
N (1.249, 1.330, 1.317)
O (0.182, 1.729, 1.661)
O (2.279, 1.818, 1.631)
H (-0.236, -2.307, -0.964)
H (0.070, -3.030, 0.827)
H (1.392, -2.202, -0.083)
H (-0.034, -1.033, 1.796)
H (2.119, 0.482, -1.615)

Atoms 1-6, force components in eV/Å:
-1.682 0.081 -2.507
0.255 -0.145 1.454
-0.495 0.411 -0.107
0.014 0.580 -0.607
2.582 -2.201 1.211
1.636 1.360 0.773

Calculated values
- Gap between HOMO and LUMO: 9.21 eV
- SMILES: C[C@@H]1C(F)=C([N+](=O)[O-])N=C[C@@]1(F)[N+](=O)[O-]
- HOMO: -10.085 eV
- ΔE to the lowest compared entry with this formula, charge and spin: 0.000 eV


[6]
C2H5N2O | ωB97M-V with the def2-TZVPD basis set

Atoms and positions in Å:
C (2.624, 0.085, -0.105)
C (-1.738, -0.383, -0.399)
N (0.220, 0.191, 0.326)
N (1.354, -0.066, 0.151)
O (-2.499, 0.326, 0.365)
H (3.277, -0.443, 0.564)
H (2.869, 0.975, -0.624)
H (-1.434, -0.095, -1.312)
H (-1.806, -1.442, -0.291)
H (-2.642, 1.341, 0.185)

Atoms 1-6, force components in eV/Å:
-2.150 -0.973 1.620
-1.554 0.540 2.564
1.989 -1.480 -0.154
-1.068 2.153 -0.384
0.134 1.334 -0.490
0.351 -0.351 -0.258

Calculated values
- Gap between HOMO and LUMO (alpha / beta): 8.33 / 8.33 eV
- Net charge: +1
- HOMO (alpha / beta): -13.846 / -13.847 eV
- ΔE to the lowest compared entry with this formula, charge and spin: 4.691 eV


| no. | F_max (eV/Å) | total energy (eV) |
| --- | --- | --- |
| 1 | 4.11 | -16027.5140 |
| 2 | 3.82 | -21717.3838 |
| 3 | 0.55 | -8777.5283 |
| 4 | 4.11 | -98403.6464 |
| 5 | 3.60 | -24390.1540 |
| 6 | 3.58 | -7171.3404 |